86
Properties=species:S:1:pos:R:3:forces:R:3:lowdin_charge:R:1 method="wB97M-V/def2-TZVPD" e_lumo_ev=0.26 e_tot_ev=-49834.0357 e_homo_ev=-9.227 total_charge=0 homo_lumo_gap_ev=9.49 smiles="NC(N)=O.NC(N)=O.NC(N)=O.NC(N)=O.CCO.CCO.CCO.CCO.CCO.CCO"
N -0.67874 -0.07670 -3.74064 1.6 1.3 -0.2 0.169
C -1.98234 0.30346 -3.67385 -0.1 -0.8 0.1 -0.636
N -2.62273 0.57684 -4.86417 0.6 0.1 0.4 0.167
O -2.57972 0.27333 -2.60136 -0.9 0.5 0.9 -0.016
H -0.20240 -0.11806 -2.80242 -0.9 -0.2 -0.8 0.070
H -0.05752 0.43718 -4.42221 -1.0 -0.9 0.6 0.087
H -2.14943 0.09979 -5.60014 -0.1 0.0 -0.8 0.090
H -3.63600 0.57103 -4.88113 0.3 0.0 0.2 0.104
N 1.10920 0.10270 1.01482 -0.2 -0.7 -0.8 0.175
C 0.39306 0.33814 -0.14199 2.3 -2.2 -0.2 -0.647
N -0.18543 1.49521 -0.25449 -1.3 3.4 1.0 0.195
O 0.46100 -0.43173 -1.10884 -0.1 -0.6 -0.1 -0.027
H 0.74998 0.56754 1.81559 -0.2 0.0 0.8 0.048
H 1.35839 -0.87638 1.19209 -0.2 0.8 -0.3 0.092
H -0.35771 2.06387 0.58484 0.0 -0.7 -0.8 0.114
H -0.82171 1.65256 -1.00999 -0.2 -0.2 -0.3 0.103
N 1.81165 -3.58690 2.92876 -0.1 1.0 0.2 0.147
C 3.12639 -3.45148 2.59186 2.0 0.6 -0.5 -0.654
N 3.61308 -2.15810 2.79025 -0.1 -0.7 -0.1 0.163
O 3.83519 -4.38079 2.19544 -0.9 1.0 0.6 0.013
H 1.51026 -4.50047 2.70992 -0.8 -0.7 -0.3 0.087
H 1.21299 -2.76801 2.77543 0.2 -0.7 0.3 0.078
H 4.50020 -1.87004 2.43520 0.5 -0.4 -0.3 0.074
H 3.02769 -1.38683 3.03080 -0.7 0.1 0.2 0.043
N 0.45526 0.65147 5.26525 -1.0 1.0 2.3 0.173
C 0.98131 -0.52590 4.87641 0.4 1.1 -1.8 -0.664
N 1.49354 -1.36766 5.77494 0.4 -0.8 0.3 0.193
O 1.07502 -0.68723 3.66088 0.1 -1.0 -0.4 -0.018
H -0.18433 1.12317 4.64558 0.3 -0.3 -0.3 0.065
H 0.21325 0.80028 6.24476 0.2 -0.1 -0.4 0.113
H 1.58324 -1.11675 6.73636 0.0 0.1 0.3 0.104
H 2.11897 -2.07189 5.39929 -0.2 0.1 0.2 0.111
C 4.73066 2.11590 0.29471 0.8 -0.4 0.5 -0.098
C 4.74920 0.57265 0.31651 -0.9 -0.5 0.1 -0.293
O 5.68596 0.11054 1.33339 -0.3 0.3 -1.0 -0.114
H 4.06556 2.58265 -0.42379 -0.2 -0.2 -0.1 0.056
H 5.74489 2.53695 0.14885 -0.3 -0.4 -0.3 0.075
H 4.47829 2.44363 1.29537 -0.4 0.2 0.2 0.065
H 4.95236 0.15541 -0.73064 -0.1 0.3 1.5 0.118
H 3.75214 0.14289 0.69749 1.4 0.8 -0.9 0.104
H 6.55469 0.47428 1.11766 -0.1 -0.1 0.1 0.076
C -4.52649 3.03874 -0.76554 0.0 0.2 0.5 -0.091
C -4.36913 2.92089 -2.26783 0.9 0.3 1.1 -0.352
O -5.05024 1.79848 -2.76756 0.8 -0.6 -0.2 -0.085
H -4.18340 2.14037 -0.21993 0.1 0.4 -0.3 0.056
H -5.58096 3.12293 -0.56584 -0.5 0.2 0.4 0.065
H -3.99882 3.94510 -0.39448 -0.3 -0.5 -0.1 0.082
H -3.28660 2.89673 -2.39157 0.2 -0.4 -0.8 0.093
H -4.68200 3.84604 -2.73310 -0.5 0.0 -0.4 0.107
H -4.40510 1.06198 -2.63653 -0.5 0.4 -0.2 0.049
C -1.73689 3.11698 3.42685 -0.5 -2.0 1.3 -0.079
C -2.24410 1.64607 3.19591 0.1 0.4 -1.5 -0.268
O -1.63270 1.02279 2.00519 -0.7 0.2 1.6 -0.143
H -0.64888 3.17704 3.55005 -0.2 0.1 -0.3 0.063
H -2.18206 3.35248 4.43401 0.3 0.3 -1.0 0.089
H -2.14633 3.73480 2.63398 0.3 0.3 0.1 0.066
H -3.29151 1.80224 2.93862 -0.2 -0.4 0.3 0.103
H -2.17670 0.99792 4.09821 0.1 0.3 -0.6 0.100
H -2.26900 0.38181 1.58754 0.4 0.9 0.3 0.072
C 2.96387 0.89621 -3.32667 -0.3 -0.2 -0.3 -0.051
C 1.93442 1.90382 -3.79148 0.7 1.5 1.9 -0.348
O 1.28713 1.54215 -4.96367 0.1 -0.3 -1.0 -0.082
H 3.59301 1.19755 -2.48131 -0.4 0.2 -0.1 0.061
H 3.64118 0.71188 -4.17396 -0.1 -0.4 0.3 0.087
H 2.37126 0.03000 -3.03869 0.6 -0.5 -0.1 0.059
H 2.42290 2.88054 -3.91033 -0.2 0.1 -0.1 0.114
H 1.15467 2.02948 -3.03944 0.0 0.0 0.1 0.101
H 2.01298 1.40436 -5.57365 -0.2 -0.3 -0.7 0.098
C -3.71117 -2.40719 -0.70772 -1.6 -1.6 -0.3 -0.088
C -4.17076 -1.57809 0.45724 1.0 1.9 -2.1 -0.236
O -3.65870 -0.19730 0.28104 0.1 -0.6 -1.1 -0.149
H -3.85683 -3.49314 -0.50209 0.3 0.6 0.0 0.093
H -2.71244 -2.19718 -0.93259 1.8 0.1 -0.2 0.036
H -4.27030 -2.23729 -1.64320 0.0 0.3 0.5 0.087
H -3.76695 -1.94139 1.37175 -0.1 -0.2 0.9 0.103
H -5.22104 -1.47526 0.38076 -1.2 -0.3 0.8 0.097
H -3.54384 -0.04198 -0.70843 0.0 -0.3 1.7 0.068
C 0.17075 -3.70898 -1.16785 -0.9 -0.4 -0.2 -0.110
C 1.45968 -3.81747 -1.92253 0.2 -0.8 -1.2 -0.334
O 1.84297 -2.56951 -2.47919 0.4 -0.6 -0.3 -0.095
H 0.33622 -3.16710 -0.23539 -0.1 0.3 -0.1 0.056
H -0.13339 -4.71912 -0.85293 -0.2 0.3 -0.3 0.078
H -0.60463 -3.20696 -1.79745 0.4 -0.5 0.7 0.086
H 1.41941 -4.59160 -2.78087 -0.1 1.2 1.3 0.135
H 2.18917 -4.18305 -1.20279 0.5 0.0 -0.1 0.098
H 1.37595 -1.88338 -2.00335 -0.2 0.5 0.4 0.005